## A
A structure of composition C18H26O5. Source: the Open Molecules 2025 dataset; level of theory: ωB97M-V/def2-TZVPD.

E_HOMO in Ha: -0.3261
Spin multiplicity: 1
Total charge: 0
Kohn-Sham gap in eV: 8.27

XYZ file:
```
49
C18H26O5, DFT ωB97M-V/def2-TZVPD
H -3.371 0.079 2.585
C -3.035 -1.456 1.270
H 2.804 -0.182 -3.104
C 3.988 0.636 -1.676
C 0.448 3.325 0.315
H 1.941 1.495 -0.041
C 2.010 2.605 0.041
H 0.890 -0.773 0.612
C -2.777 -3.158 -0.243
H 1.474 1.673 2.633
C 2.809 -0.106 -2.253
C 0.716 2.286 2.813
H -0.198 3.051 -0.492
H 2.736 3.017 0.753
C -3.342 -2.618 0.760
C -1.125 -1.648 -0.058
H 1.966 0.273 -1.839
H 0.894 -2.056 -2.119
H 1.193 -2.886 -0.604
H -4.513 -2.934 1.132
C 0.398 -1.023 -0.267
C 2.513 2.935 -1.291
H -0.930 -3.343 -1.215
H 4.876 0.394 -1.963
O -3.168 -4.448 -0.844
H 2.409 3.993 -1.693
O 3.986 2.456 -3.061
C 1.134 -1.901 -1.292
C -1.583 0.472 1.226
H 0.883 3.209 3.015
H 1.607 2.568 -2.259
H 3.579 1.958 -3.682
C 2.664 -1.540 -1.329
H 0.057 1.862 3.404
H 3.150 -2.159 -1.892
C -1.408 -2.787 -0.465
H 3.055 -1.491 -0.379
O -2.224 0.982 2.389
H 0.634 4.216 0.690
H 4.620 2.862 -1.342
H -1.183 2.956 1.832
O -3.930 -0.892 2.062
H 0.182 0.020 -0.805
O -0.483 1.232 1.106
C -0.181 2.430 1.473
C 3.687 2.272 -1.847
H -4.087 -4.538 -0.503
C -1.682 -0.887 1.008
H 4.106 0.596 -0.508
```


## B
An isolated molecule of C18H26O5. Source: the Open Molecules 2025 dataset; level of theory: ωB97M-V/def2-TZVPD.

SMILES: CCOC(=O)C(CCCOc1cccc(CC)c1)C(=O)OCC
E_HOMO in Ha: -0.3053
Spin multiplicity: 1
Total charge: 0
Kohn-Sham gap in eV: 9.11

XYZ file:
```
49
C18H26O5, DFT ωB97M-V/def2-TZVPD
C -2.171 -2.304 -1.840
H -0.324 -2.023 2.422
C 3.014 1.048 1.191
H -0.365 -3.017 0.183
O -2.548 -3.424 -1.636
H 5.453 2.983 2.501
C -4.343 0.509 0.215
H 4.720 3.751 -1.574
C 2.771 1.234 3.574
C 0.695 -0.595 1.209
C -2.231 -0.207 -0.546
H -4.160 0.162 2.334
H 0.452 0.213 0.507
H 2.225 0.977 4.468
H -2.010 -2.735 0.746
H -4.830 1.743 1.900
C 2.322 0.731 2.352
H -2.778 -3.609 -5.651
H -3.541 -1.476 -4.603
H -1.386 -2.594 -5.245
H 2.689 0.672 0.233
C -3.117 -2.282 -4.001
H -4.216 1.332 -0.496
H -5.341 0.079 0.116
O -2.387 -1.620 -2.962
H -3.918 -2.873 -3.547
C 4.847 2.231 -0.035
H -3.100 1.437 1.708
C 4.576 2.353 2.459
C -1.394 -1.445 -0.847
C 4.212 3.479 -0.651
H 4.276 4.315 0.041
H 4.787 1.407 -0.749
C 3.890 2.037 3.620
H -1.328 -0.674 1.902
H 5.902 2.428 0.170
H -1.807 -3.974 -4.219
H -0.476 -1.103 -1.332
O -1.838 0.922 -0.667
H 3.162 3.299 -0.872
O -3.450 -0.550 -0.142
O 1.212 -0.057 2.409
C -4.090 0.993 1.635
H 4.233 2.422 4.570
C -1.091 -2.240 0.429
C 4.142 1.859 1.238
C -2.209 -3.174 -4.835
H 1.435 -1.264 0.746
C -0.564 -1.379 1.574
```


Most stable of them? B.


## A
An isolated molecule of CH4Cl2P2. Source: the Open Molecules 2025 dataset; level of theory: ωB97M-V/def2-TZVPD.

SMILES: P[PH2]=C(Cl)Cl
E_HOMO (alpha / beta) in Ha: -0.3011 / -0.2824
Spin multiplicity: 1
Total charge: 0
Kohn-Sham gap (alpha / beta) in eV: 6.87 / 6.90

XYZ file:
```
9
CH4Cl2P2, DFT ωB97M-V/def2-TZVPD
C -1.357 -1.133 0.657
H 0.792 -1.449 -0.558
Cl -1.592 -0.784 2.295
H 1.068 2.222 -0.250
H 1.007 1.462 -2.081
Cl -2.776 -1.079 -0.303
P 0.192 -0.281 -0.068
P 1.903 1.415 -0.950
H 0.763 -0.373 1.260
```


## B
A cluster of 2 separate species, CH4Cl2P2 in total. Source: the Open Molecules 2025 dataset; level of theory: ωB97M-V/def2-TZVPD.

E_HOMO (alpha / beta) in Ha: -0.3179 / -0.3180
Spin multiplicity: 1
Total charge: 0
Kohn-Sham gap (alpha / beta) in eV: 7.56 / 7.56

XYZ file:
```
9
CH4Cl2P2, DFT ωB97M-V/def2-TZVPD
C 0.118 -0.475 0.742
H -2.066 -0.513 0.883
P -1.419 0.504 0.251
Cl 0.305 -0.105 2.437
P 1.922 0.717 -0.821
Cl 0.244 -2.168 0.511
H 1.458 0.299 -1.999
H -1.418 0.026 -1.131
H 0.856 1.714 -0.874
```


Most stable of them? B.


## A
A cluster of 3 separate species, C3H14NO2 in total. Source: the Open Molecules 2025 dataset; level of theory: ωB97M-V/def2-TZVPD.

E_HOMO in Ha: -0.5311
Spin multiplicity: 1
Total charge: +1
Kohn-Sham gap in eV: 11.57

XYZ file:
```
20
C3H14NO2, DFT ωB97M-V/def2-TZVPD
H -1.414 -1.608 -1.117
N 0.459 0.646 0.944
H -2.004 0.934 2.246
H 0.495 2.551 1.726
C -0.301 1.990 1.245
H -0.125 -2.280 -0.753
H 2.094 0.427 -0.481
C 1.874 0.866 0.481
H 2.082 1.922 0.563
H -0.154 0.127 0.301
H 0.421 0.025 1.754
H 2.504 0.375 1.225
H -0.711 -3.448 -3.246
H -0.427 2.366 0.234
O 0.142 -2.981 -3.412
H 0.054 -3.040 -4.379
H -1.087 2.112 3.221
O -0.570 -1.435 -0.703
H -2.127 2.686 2.008
C -1.440 1.862 2.221
```


## B
A cluster of 3 separate species, C3H14NO2 in total. Source: the Open Molecules 2025 dataset; level of theory: ωB97M-V/def2-TZVPD.

E_HOMO in Ha: -0.5439
Spin multiplicity: 1
Total charge: +1
Kohn-Sham gap in eV: 11.67

XYZ file:
```
20
C3H14NO2, DFT ωB97M-V/def2-TZVPD
H 0.769 -1.184 0.561
H 1.393 -0.995 2.055
C -0.596 -0.173 1.785
O 1.262 -0.621 -1.503
N 0.559 -1.185 1.468
H 0.215 -2.167 1.680
H 1.287 -0.924 -2.432
H -2.599 -0.462 0.892
H 1.514 2.049 -3.676
H 0.144 1.910 -4.256
H -1.017 2.018 1.237
O 0.628 1.722 -3.390
H 0.873 0.212 -1.632
H -2.285 -1.069 2.633
H -0.401 1.092 0.007
H 0.641 1.405 1.398
C -0.362 1.125 1.072
C -1.933 -1.037 1.559
H -1.700 -1.944 0.964
H -0.520 0.058 2.948
```


Most stable of them? A.


## A
An isolated molecule of C4H4OS2. Source: the Open Molecules 2025 dataset; level of theory: ωB97M-V/def2-TZVPD.

E_HOMO in Ha: -0.3330
Spin multiplicity: 1
Total charge: 0
Kohn-Sham gap in eV: 8.74

XYZ file:
```
11
C4H4OS2, DFT ωB97M-V/def2-TZVPD
H 1.430 -1.044 0.956
C -1.661 0.049 0.394
S -2.029 1.625 0.100
H 1.390 0.817 0.001
H 0.767 0.463 -1.662
C 0.421 -1.320 0.757
C -0.324 -0.340 -0.036
O -0.116 -1.612 -0.516
H -0.200 -1.829 1.546
C 0.598 0.810 -0.668
S -0.276 2.382 -0.872
```


## B
A structure of composition C4H4OS2. Source: the Open Molecules 2025 dataset; level of theory: ωB97M-V/def2-TZVPD.

E_HOMO in Ha: -0.3312
Spin multiplicity: 1
Total charge: 0
Kohn-Sham gap in eV: 8.60

XYZ file:
```
11
C4H4OS2, DFT ωB97M-V/def2-TZVPD
C 1.413 -0.138 -0.186
H -0.880 -2.191 0.046
S 2.682 -1.072 -0.390
C 0.037 -0.185 0.439
H -0.022 -0.505 1.439
S 1.335 1.552 -0.684
H -0.444 1.883 1.090
C -0.306 1.311 0.138
O -1.729 -0.822 -1.082
C -0.911 -1.114 -0.247
H -1.174 1.280 -0.564
```


## C
An isolated molecule of C4H4OS2. Source: the Open Molecules 2025 dataset; level of theory: ωB97M-V/def2-TZVPD.

SMILES: S=C/C=C\OC=S
E_HOMO in Ha: -0.3204
Spin multiplicity: 1
Total charge: 0
Kohn-Sham gap in eV: 7.54

XYZ file:
```
11
C4H4OS2, DFT ωB97M-V/def2-TZVPD
H 0.292 -3.113 -0.133
H 0.291 -1.445 -1.776
H -0.045 0.942 -1.454
H -0.366 2.342 1.761
S -0.170 3.273 -0.457
C -0.169 2.132 0.702
C 0.181 -1.073 -0.757
C 0.126 -2.098 0.266
O -0.057 0.802 0.605
S -0.146 -2.000 1.875
C 0.063 0.237 -0.632
```


Most stable of them? B.